[1]
Here is a cluster of 2 separate species, C4H6BrO3 in total from the OMol25 dataset. Energies are from wB97M-V/def2-TZVPD.

Element x y z (Å)
C: -1.418170 -0.725189 -0.069773
C: 1.619352 -0.301700 0.383146
C: -1.346053 0.524467 0.494271
C: 1.054479 0.800504 -0.415078
O: -1.758775 -0.708235 -1.429492
O: -0.919054 -1.724920 0.446559
O: 0.860285 0.869682 -1.561750
Br: 1.360176 2.641081 0.613860
H: 2.677052 -0.607638 0.225299
H: 1.116797 -1.260507 0.113098
H: 1.766999 0.153068 1.367127
H: -1.836703 1.336295 -0.017054
H: -1.636538 0.654272 1.512581
H: -1.539848 -1.651179 -1.662794

Force components x, y, z for each atom (eV/Å):
C 1.3 1.0 -0.3
C 1.4 -0.6 0.7
C -0.9 1.9 0.1
C 0.3 0.0 0.1
O 0.2 -2.2 0.2
O -0.7 -1.9 -0.4
O -0.2 0.3 -1.2
Br 0.0 0.0 -0.1
H -0.2 1.0 -1.1
H -0.5 0.9 1.2
H -1.1 -1.2 0.5
H 0.1 0.2 -0.8
H 0.7 -0.5 1.1
H -0.3 1.2 -0.1

The total charge is -1. As for the gap between HOMO and LUMO: 6.7 eV. The value obtained for the energy above the lowest of the compared OMol25 structures with the same formula, charge and spin is 60.57 kcal per mole. For the electronic energy, the calculation gives -2955.76055 Eh. For the HOMO energy, the calculation gives -3.3 eV.

Mulliken population analysis, charges in e, atoms 1 to 5: C 0.628; C -0.838; C -1.057; C 0.554; O -0.473

=====

[2]
Here is a structure of composition C44H49BrCl2N6O2SSiTi from the OMol25 dataset. Energies are from wB97M-V/def2-TZVPD.

Element x y z (Å)
Ti: 3.298802 0.301968 -2.941622
S: 3.730649 6.724242 0.991656
N: 4.954575 5.847341 0.311238
C: 4.411769 4.822083 -0.296394
C: 5.079050 3.806942 -1.080862
C: 6.399137 3.746309 -1.282925
C: 6.958517 2.723869 -2.082542
C: 6.126982 1.791909 -2.670423
N: 4.773575 1.857964 -2.479954
C: 4.254343 2.828176 -1.700416
C: 2.757021 2.860390 -1.556043
N: 2.048294 1.885289 -2.232552
C: 0.647088 2.006007 -2.231966
C: -0.033765 3.012614 -1.554230
C: 0.727205 3.847285 -0.742730
C: 2.145198 3.850596 -0.804385
C: 2.952564 4.818852 -0.163267
N: 2.421245 5.868528 0.510246
H: 7.061514 4.524282 -0.794801
H: 8.053559 2.673811 -2.125752
H: 6.463150 1.003703 -3.328262
H: 0.161861 1.290337 -2.818650
H: -1.128997 2.902590 -1.491544
H: 0.221032 4.601710 -0.122561
O: 1.934226 -0.068687 5.305982
C: 1.251802 -0.258951 4.149217
O: 0.077946 -0.661912 4.192843
C: 1.967540 -0.120253 2.826995
C: 3.292622 0.075697 2.621455
C: 3.857975 0.021334 1.320405
C: 3.054634 -0.373786 0.246550
C: 1.646274 -0.391972 0.436634
C: 1.131414 -0.344638 1.704048
N: 3.598261 -0.666954 -1.034148
C: 4.694435 -1.420734 -1.077183
C: 4.936220 -2.065582 -2.336358
C: 5.852977 -3.163633 -2.509242
C: 5.544974 -4.088049 -3.475416
C: 4.345699 -3.938408 -4.262592
C: 3.694298 -2.729677 -4.144322
N: 4.099017 -1.738509 -3.316579
H: 2.880822 0.161264 5.185076
H: 3.906504 0.393005 3.471262
H: 4.962300 0.066236 1.204288
H: 1.005260 -0.346401 -0.470993
H: 0.073684 -0.385435 1.870616
H: 5.456590 -1.339095 -0.260751
H: 6.745425 -3.242490 -1.909924
H: 6.200724 -4.986893 -3.580799
H: 3.976394 -4.591606 -5.070772
H: 2.779548 -2.506692 -4.683092
Cl: 3.793159 3.745918 -5.956525
C: 2.284349 2.987104 -5.903712
C: 1.102820 3.740083 -6.129457
C: -0.104836 3.056091 -6.008906
C: -0.148902 1.677624 -6.102895
C: 1.038584 0.926322 -5.876753
C: 2.236375 1.633222 -5.584739
C: 3.328664 0.856100 -4.977341
H: 1.215153 4.782862 -6.357295
H: -0.986240 3.647886 -5.942036
H: -1.057780 1.105546 -6.194453
H: 1.102733 -0.147128 -5.872578
H: 4.315268 1.285607 -5.187254
H: 3.330341 -0.218750 -5.254823
Cl: 1.227905 -0.735319 -3.153715
C: -6.540975 -1.955056 4.727572
C: -5.933629 -0.686418 4.110451
C: -5.284065 0.144266 5.254212
C: -7.055622 0.243722 3.523226
Si: -4.526148 -1.232215 2.896642
Br: -3.191618 0.732351 2.668116
C: -3.400051 -2.596400 3.577608
C: -2.997623 -2.199140 4.996515
C: -4.144470 -3.935489 3.645737
C: -2.120508 -2.855903 2.687901
C: -5.106853 -1.582901 1.086344
C: -4.176331 -2.529068 0.282533
C: -5.297415 -0.334454 0.227593
C: -6.543096 -2.255949 1.168823
H: -7.352039 -1.824049 5.448768
H: -5.867451 -2.616211 5.221767
H: -7.098125 -2.618296 3.970813
H: -6.049086 0.181649 6.050925
H: -5.019450 1.115957 5.012293
H: -4.411087 -0.341297 5.675844
H: -7.249594 1.111540 4.219859
H: -8.048277 -0.221922 3.433668
H: -6.826973 0.646642 2.522674
H: -3.879943 -2.137076 5.594386
H: -2.521619 -1.220997 5.078445
H: -2.235863 -2.930682 5.382481
H: -5.185376 -3.875963 3.986629
H: -3.570266 -4.518776 4.394907
H: -4.190201 -4.495147 2.781284
H: -2.016560 -2.059573 1.964703
H: -2.207000 -3.827273 2.218188
H: -1.208518 -2.835953 3.306454
H: -3.140676 -2.305193 0.160857
H: -4.638811 -2.556230 -0.766908
H: -4.265005 -3.535384 0.774870
H: -4.407595 0.104651 -0.172327
H: -5.813139 0.422490 0.771151
H: -5.938244 -0.583465 -0.599227
H: -6.899325 -2.537866 2.130684
H: -6.540221 -3.227721 0.610772
H: -7.230679 -1.498344 0.760788

Force components x, y, z for each atom (eV/Å):
Ti -2.8 0.4 -1.5
S 0.4 -0.4 -0.5
N -0.6 0.7 0.7
C -2.4 0.4 0.4
C -2.8 -0.4 -0.1
C 3.5 0.3 -0.1
C 0.4 0.5 0.8
C -1.0 0.5 0.3
N 0.2 -0.1 0.5
C -0.6 0.1 0.0
C 0.7 -0.9 -0.8
N -1.5 1.5 0.9
C 3.2 0.9 0.3
C 0.6 -1.0 0.9
C -0.5 0.8 -0.3
C -1.5 -1.1 -0.6
C 0.7 1.7 0.6
N 2.3 -1.2 -0.5
H -0.8 -1.1 -0.7
H -0.6 -0.1 -0.4
H 0.2 0.0 0.0
H -0.7 -0.9 -0.6
H 0.7 0.6 -0.2
H 0.4 -0.4 -0.2
O 0.3 0.2 -0.8
C -2.4 -1.4 1.0
O 3.4 1.4 -0.2
C -1.9 -0.9 -0.7
C 1.6 1.0 -0.3
C 0.4 -1.2 0.6
C -0.1 1.7 1.2
C 0.4 0.3 -1.5
C 0.4 0.6 0.3
N 1.7 -2.5 1.1
C -0.4 3.5 0.7
C 2.4 -1.6 -1.0
C -1.4 1.4 0.4
C -0.6 -1.4 -1.4
C 1.3 0.3 0.3
C 0.1 0.9 -0.3
N -1.3 -0.7 0.5
H -0.9 -0.2 0.0
H 0.1 -0.3 -0.5
H -0.9 0.3 0.2
H 0.4 -0.6 0.9
H -0.4 -0.1 0.1
H -1.0 -1.1 -0.4
H -0.1 -0.2 0.4
H -0.7 0.9 -0.1
H 0.5 -0.1 0.9
H 0.3 0.0 -0.4
Cl 1.1 0.8 0.1
C -1.6 0.2 0.2
C 1.3 -1.7 0.7
C 0.4 0.6 -0.8
C 1.4 -1.7 1.0
C -0.3 2.3 -0.1
C -1.3 -1.3 -0.3
C 1.2 -0.8 0.2
H -0.3 0.3 0.2
H -0.8 0.2 -0.4
H -0.3 0.3 -0.1
H -0.5 -0.2 0.0
H 0.0 -0.2 0.1
H -0.1 0.5 -0.5
Cl 0.9 -0.1 -0.1
C -2.0 -1.1 -1.2
C 0.0 0.5 0.1
C -1.0 -2.3 1.1
C -0.3 0.5 0.1
Si -0.1 0.9 -0.9
Br -0.3 -0.8 0.0
C 0.5 0.0 -0.7
C 1.3 -0.4 -0.1
C -0.2 0.5 2.8
C -0.3 0.7 1.1
C 0.1 -0.3 0.1
C -2.2 -1.3 -0.4
C -0.2 -0.1 0.4
C 0.9 -0.1 -1.2
H 0.1 0.9 0.2
H 0.8 -0.2 0.4
H 1.0 1.0 0.8
H 0.3 0.1 -0.1
H 0.4 1.8 -0.8
H 0.0 0.1 0.1
H 0.4 -0.8 -0.8
H 0.4 -0.3 0.0
H 0.0 0.0 0.5
H -0.3 -0.5 0.8
H 0.1 0.0 -0.3
H -0.9 0.4 -0.1
H 0.4 0.0 0.1
H -0.5 -0.1 -0.3
H 0.2 -1.0 -2.2
H 0.2 0.0 -0.4
H 0.1 0.0 -0.3
H -0.3 -0.1 -0.1
H 0.7 0.6 0.2
H 0.7 -0.4 1.3
H 0.3 0.7 -0.9
H 0.8 0.1 0.0
H -0.4 0.8 0.4
H -0.2 -0.2 -0.6
H -0.1 0.1 0.9
H -0.2 1.0 0.0
H -0.1 -0.8 0.1

The total charge is +2. As for the gap between HOMO and LUMO: 4.1 eV. The value obtained for the energy above the lowest of the compared OMol25 structures with the same formula, charge and spin is 29.80 kcal per mole. For the electronic energy, the calculation gives -7216.17172 Eh. For the HOMO energy, the calculation gives -12.2 eV.

Mulliken population analysis, charges in e, atoms 1 to 5: Ti -0.924; S 0.221; N -0.663; C 0.779; C -0.061

=====

[3]
Here is an isolated molecule of C4H5Cl from the OMol25 dataset. Energies are from wB97M-V/def2-TZVPD.

Element x y z (Å)
C: 0.706069 -0.283675 0.644051
C: -1.493106 -1.156190 0.574298
C: -0.204133 -1.179749 -0.074156
C: 0.792521 1.019587 -0.019725
Cl: -2.272436 0.326859 0.582306
H: -0.421722 -0.664839 -0.992184
H: 0.279287 -2.157193 -0.179680
H: 1.344662 1.692334 0.774318
H: -0.139920 1.572397 -0.390107
H: 1.408774 0.830470 -0.919118

Force components x, y, z for each atom (eV/Å):
C 0.6 0.4 0.1
C -1.4 -1.5 0.9
C 1.0 0.1 -0.4
C 0.6 2.4 2.1
Cl -0.1 0.5 0.0
H -0.2 -0.2 -1.4
H -0.7 -0.1 0.1
H -0.8 -0.7 -2.2
H 1.0 -1.1 0.4
H 0.1 0.1 0.3

As for the gap between HOMO and LUMO (alpha / beta): 7.5 / 7.6 eV. The value obtained for the energy above the lowest of the compared OMol25 structures with the same formula, charge and spin is 143.30 kcal per mole. For the electronic energy, the calculation gives -615.32733 Eh. For the HOMO energy (alpha / beta), the calculation gives -8.6 / -8.6 eV.

Mulliken population analysis, charges in e, atoms 1 to 5: C -0.274; C -0.216; C -0.079; C -0.825; Cl -0.037

=====

[4]
Here is a cluster of 2 separate species, C11H12BBrF2NO7 in total from the OMol25 dataset. Energies are from wB97M-V/def2-TZVPD.

Element x y z (Å)
O: 2.394147 -0.111521 1.591239
C: 2.018548 0.421662 0.578266
O: 2.292869 1.764339 0.383869
Br: 2.712071 2.184794 -1.348371
O: 1.292507 -0.111310 -0.409843
C: 0.143409 -0.797739 0.075740
C: -0.964767 0.169156 0.533363
C: -2.161722 0.212736 -0.420128
C: -2.919325 1.564896 -0.459172
N: -2.584083 2.463847 0.638341
C: -1.708554 3.486993 0.446297
C: -1.579666 4.095215 1.645214
C: -2.379451 3.438842 2.572469
C: -2.991497 2.419829 1.906817
H: -0.227628 -1.440628 -0.714423
H: 0.402920 -1.451672 0.899795
H: -0.505881 1.140214 0.709153
H: -1.316575 -0.196586 1.492931
H: -1.896740 -0.122427 -1.417043
H: -2.876820 -0.525845 -0.061856
H: -3.991768 1.403564 -0.423345
H: -2.671472 2.046356 -1.394049
H: -1.253873 3.701165 -0.495932
H: -0.940622 4.936572 1.836409
H: -2.510374 3.624243 3.619414
H: -3.661263 1.685119 2.302681
B: 3.232593 -2.819935 -1.375930
O: 2.012975 -3.650367 -1.134271
C: 2.272972 -4.900093 -1.467294
O: 1.500878 -5.818795 -1.392170
C: 3.716607 -4.980873 -1.963726
O: 4.272902 -5.975781 -2.345757
O: 4.250042 -3.775910 -1.904064
F: 3.667759 -2.249154 -0.188184
F: 2.958879 -1.830905 -2.316441

Force components x, y, z for each atom (eV/Å):
O -0.8 0.8 -1.0
C 0.6 -0.5 1.0
O 0.4 -0.5 -0.3
Br -0.1 0.1 0.1
O 0.0 0.5 0.2
C -0.9 -0.6 0.4
C 0.4 -0.5 -0.3
C -0.5 0.1 0.7
C 0.2 -0.5 0.4
N 0.1 -0.6 -2.7
C -0.2 -0.2 0.2
C 1.2 1.6 0.5
C -0.4 -0.3 0.9
C -0.4 -0.2 0.9
H 0.3 0.0 -0.3
H 0.4 -0.1 0.1
H -0.1 0.2 0.0
H 0.0 0.2 0.2
H 0.2 0.3 -0.3
H 0.0 -0.2 0.0
H -0.2 -0.1 -0.2
H -0.1 0.5 -0.1
H 0.1 -0.1 -0.3
H 0.1 0.2 0.1
H 0.1 0.2 0.2
H -0.2 -0.3 -0.2
B 0.1 0.7 0.1
O 0.2 -0.3 -0.1
C -0.8 0.1 0.3
O 0.1 -0.1 -0.1
C 0.8 0.1 -0.3
O -0.1 -0.1 0.0
O -0.4 -0.3 0.1
F 0.0 -0.1 0.0
F 0.0 -0.1 -0.1

The total charge is -1. As for the gap between HOMO and LUMO: 8.1 eV. For the electronic energy, the calculation gives -3806.66773 Eh. For the HOMO energy, the calculation gives -6.4 eV.

Mulliken population analysis, charges in e, atoms 1 to 5: O -0.506; C 0.916; O -0.405; Br 0.011; O -0.211

=====

[5]
Here is a structure of composition C24H26Cl2MgNO3 from the OMol25 dataset. Energies are from wB97M-V/def2-TZVPD.

Element x y z (Å)
C: 2.365530 -0.178346 2.611621
C: 2.406930 -0.880346 1.385121
C: 2.043930 0.011454 0.350821
H: 2.655930 -1.919546 1.265521
C: 1.811030 1.272254 0.938221
C: 2.011730 1.155554 2.324621
H: 1.473530 2.153554 0.423921
C: -1.116770 -1.781846 2.982421
C: -0.019770 -2.499046 2.476921
C: -0.114770 -2.502746 1.068521
H: 0.772230 -2.940646 3.057921
C: -1.263870 -1.781146 0.680521
C: -1.880570 -1.341746 1.881621
H: 1.979230 -0.217946 -0.699079
H: 1.840530 1.933554 3.047921
H: 2.580130 -0.585546 3.585221
H: -2.763670 -0.733746 1.951821
H: 0.592130 -2.957046 0.397921
H: -1.320970 -1.570546 4.018721
Mg: 0.181130 -0.253846 1.753221
C: -1.794870 -1.573146 -0.722179
C: -3.303270 -1.844346 -0.701779
C: -1.112470 -2.523146 -1.701279
H: -3.497770 -2.854746 -0.344579
H: -3.721170 -1.735146 -1.697079
H: -3.815870 -1.153246 -0.034279
H: -1.303170 -3.561146 -1.433879
H: -0.033870 -2.368146 -1.711079
H: -1.491970 -2.359046 -2.703679
C: -1.497870 -0.116946 -1.103279
C: -2.035670 0.405054 -2.418179
H: -0.413270 0.023454 -1.109879
H: -1.854570 0.544154 -0.314379
O: -2.942970 -0.109146 -3.063679
N: -1.434570 1.547854 -2.862479
C: -0.247970 2.178154 -2.331179
H: -1.758870 1.842854 -3.769979
C: 1.069530 1.600454 -2.797079
C: 2.251230 2.224254 -2.400579
H: 2.205330 3.095554 -1.758879
C: 3.481030 1.733854 -2.806379
H: 4.388630 2.230054 -2.489379
C: 3.550430 0.601254 -3.608879
H: 4.510630 0.213854 -3.921579
C: 2.380530 -0.030846 -3.998379
H: 2.423230 -0.914446 -4.621379
C: 1.147130 0.468154 -3.596979
H: 0.239530 -0.026246 -3.914979
H: -0.275670 2.152554 -1.242879
H: -0.288670 3.233754 -2.600779
Cl: -1.670970 0.807854 6.330621
C: -1.451770 2.099354 5.122821
Cl: -0.040170 3.087254 5.570121
C: -1.242670 1.496354 3.771121
O: -2.071170 1.763854 2.788921
O: -0.223870 0.693854 3.571521
H: -2.355670 2.743654 5.122321

Force components x, y, z for each atom (eV/Å):
C 0.6 0.3 -0.5
C 0.5 0.4 0.0
C 0.3 -0.5 -0.1
H 0.0 -0.1 0.0
C -0.3 0.2 0.2
C 0.5 0.2 0.0
H 0.0 0.3 -0.1
C -0.3 -0.6 -0.3
C -0.4 -0.3 0.0
C -0.1 -0.4 -0.1
H 0.1 0.0 0.0
C 0.1 -0.3 0.3
C -0.2 0.1 0.1
H 0.0 -0.1 -0.2
H 0.0 0.0 0.0
H -0.1 0.0 0.1
H -0.2 0.1 0.0
H 0.1 -0.1 -0.1
H 0.0 0.0 0.0
Mg -0.2 0.3 1.1
C -0.2 -0.1 0.3
C -0.1 0.0 -0.2
C 0.0 0.1 0.0
H 0.1 -0.1 0.1
H -0.1 0.0 -0.1
H 0.0 0.1 0.0
H 0.0 -0.1 0.1
H 0.1 0.0 0.0
H -0.1 0.0 -0.3
C 0.1 0.0 -0.2
C -0.2 -0.3 -0.1
H 0.1 -0.2 0.0
H -0.3 0.2 0.2
O 0.5 0.3 0.1
N 0.0 0.1 -0.2
C -0.1 0.0 0.1
H 0.0 0.0 0.0
C 0.2 0.0 -0.1
C 0.0 0.0 -0.1
H 0.0 0.0 0.0
C 0.0 0.0 0.0
H 0.0 0.0 0.0
C -0.1 0.0 0.0
H 0.0 0.0 0.0
C 0.0 0.0 0.0
H 0.0 0.0 0.0
C 0.0 0.1 0.0
H -0.1 -0.1 0.0
H -0.1 0.0 0.1
H 0.0 0.1 0.0
Cl -0.2 0.1 0.0
C -0.6 0.5 0.5
Cl -0.1 0.1 0.0
C 0.2 -2.2 -5.8
O 2.1 -0.1 3.7
O -2.5 2.4 1.5
H 0.8 -0.5 0.1

The total charge is -1. As for the gap between HOMO and LUMO: 7.0 eV. For the electronic energy, the calculation gives -2331.24045 Eh. For the HOMO energy, the calculation gives -4.3 eV.

Mulliken population analysis, charges in e, atoms 1 to 5: C -0.326; C -1.213; C -0.223; H 0.581; C -0.024